The following is a quantum chemistry calculation of a 7-piece molecular cluster, C26H46N2O19P2 overall in a non-equilibrium geometry, from the OMol25 dataset.

## Properties
total energy = -88166.670 eV
HOMO-LUMO gap = 7.6254 eV

Each line ends with the Löwdin charge.
CARTESIAN COORDINATES (ANGSTROEM)
C  3.827  0.410  0.732  -0.15
C  2.627  1.016  -0.207  -0.34
N  1.515  0.045  -0.534  -0.30
P  0.491  -0.342  0.874  0.72
O  -0.074  -1.990  0.802  -0.39
P  -1.382  0.864  0.768  0.54
N  -2.124  0.540  -0.671  -0.42
H  3.520  -0.489  1.416  0.06
H  4.244  1.254  1.462  0.08
H  4.769  0.066  0.084  0.05
H  3.129  1.326  -1.245  0.12
H  2.262  2.022  0.277  0.11
H  1.848  -0.802  -1.047  0.06
H  0.268  -2.548  1.561  0.00
H  -2.345  0.472  1.776  -0.02
H  -1.116  2.281  0.924  -0.02
H  -1.556  -0.121  -1.241  -0.08
C  -1.555  0.560  -5.773  -0.01
C  -0.470  -0.458  -5.478  -0.34
C  -0.956  -1.876  -5.512  -0.12
O  -0.073  -2.529  -4.620  0.06
C  0.355  -1.579  -3.732  -0.49
O  0.968  -1.822  -2.708  0.11
O  0.002  -0.326  -4.147  0.09
H  -1.103  1.531  -6.002  0.06
H  -2.164  0.261  -6.631  0.10
H  -2.206  0.715  -4.907  0.10
H  0.379  -0.313  -6.156  0.16
H  -0.883  -2.311  -6.513  0.14
H  -1.980  -1.998  -5.144  0.14
C  -6.716  1.418  3.361  -0.01
C  -5.925  2.580  2.789  -0.35
C  -5.408  2.325  1.405  -0.12
O  -4.248  3.134  1.354  0.04
C  -3.803  3.258  2.642  -0.53
O  -2.720  3.719  2.954  0.11
O  -4.734  2.795  3.529  0.08
H  -7.288  1.751  4.234  0.09
H  -7.423  1.015  2.630  0.09
H  -6.058  0.615  3.706  0.09
H  -6.520  3.499  2.828  0.16
H  -6.125  2.631  0.637  0.14
H  -5.118  1.285  1.228  0.14
C  -1.132  6.627  -3.921  -0.02
C  -1.484  5.283  -4.531  -0.35
C  -0.401  4.257  -4.378  -0.11
O  -0.611  3.415  -5.496  0.02
C  -1.208  4.186  -6.456  -0.50
O  -1.355  3.848  -7.617  0.14
O  -1.616  5.384  -5.939  0.09
H  -2.036  7.237  -3.818  0.09
H  -0.688  6.514  -2.928  0.09
H  -0.446  7.190  -4.560  0.09
H  -2.434  4.920  -4.125  0.16
H  -0.500  3.691  -3.447  0.15
H  0.610  4.673  -4.437  0.14
C  -3.360  -0.261  6.929  -0.02
C  -4.642  -1.020  7.210  -0.35
C  -4.519  -2.499  6.995  -0.12
O  -5.841  -2.875  6.659  0.06
C  -6.429  -1.772  6.102  -0.51
O  -7.497  -1.783  5.518  0.13
O  -5.658  -0.659  6.290  0.07
H  -3.423  0.747  7.354  0.09
H  -2.492  -0.759  7.371  0.09
H  -3.195  -0.136  5.854  0.09
H  -5.002  -0.795  8.220  0.16
H  -4.189  -3.019  7.900  0.14
H  -3.856  -2.769  6.167  0.14
C  2.749  -6.133  0.022  -0.02
C  2.421  -5.879  1.481  -0.35
C  1.251  -6.675  1.976  -0.11
O  0.735  -5.860  3.011  0.07
C  1.082  -4.573  2.701  -0.49
O  0.639  -3.587  3.262  0.12
O  1.989  -4.543  1.679  0.08
H  3.749  -5.748  -0.207  0.09
H  2.737  -7.201  -0.214  0.09
H  2.054  -5.609  -0.643  0.10
H  3.306  -6.046  2.103  0.16
H  1.555  -7.650  2.369  0.15
H  0.469  -6.823  1.224  0.15
C  7.209  -0.840  -1.455  -0.03
C  8.288  0.063  -0.890  -0.35
C  8.471  1.332  -1.667  -0.12
O  9.830  1.649  -1.431  0.06
C  10.466  0.464  -1.177  -0.50
O  11.675  0.331  -1.125  0.14
O  9.564  -0.546  -0.991  0.09
H  6.934  -1.600  -0.714  0.09
H  6.306  -0.278  -1.711  0.08
H  7.560  -1.380  -2.340  0.09
H  8.093  0.271  0.168  0.16
H  7.820  2.134  -1.303  0.14
H  8.321  1.214  -2.745  0.14